Molecular formula: C2H2N2O2
Method: DFT, wB97M-V/def2-TZVPD

Output
**Kohn-Sham gap**: 10.53 eV
**DFT total energy**: -9179.00904 eV
**E_HOMO**: -9.9990 eV
**Energy above the lowest of the compared OMol25 structures with the same formula, charge and spin**: 64.0 kcal/mol
**LUMO level**: 0.54 eV
**SMILES**: O=c1[nH]cno1

Each line ends with the Mulliken charge.
Element x y z (Å)
H -2.15778 0.17503 -0.05193  0.37
O 2.47265 0.14340 -0.03949  -0.41
N -0.08888 0.83704 -0.06349  -0.34
O 0.74354 -1.37764 0.16793  -0.23
C -1.08146 -0.03364 -0.00079  0.03
N -0.86019 -1.30255 0.12652  -0.28
C 1.36279 -0.25893 0.03049  0.64
H -0.39067 1.81728 -0.16925  0.22